Entry 1:
118
Properties=species:S:1:pos:R:3:lowdin_spin:R:1 method="wB97M-V/def2-TZVPD" fmax_ev_per_a=6.6 lumo_energy_ev="-2.3146 / -10.3970" charge=+1 s2=0.7572 multiplicity=2 energy_ev=-96160.9932
C -4.82862 -1.83231 -2.39865 0.000
C -3.90726 -1.22924 -3.32848 0.000
O -3.53712 -2.42230 -3.96050 0.000
C -4.65163 -3.17101 -3.99012 0.000
O -4.87279 -4.17922 -4.68523 0.000
O -5.56247 -2.56995 -3.28429 0.000
F -2.87488 -0.72829 -2.65090 0.000
H -5.49843 -1.16723 -1.85358 0.000
H -4.25191 -2.38939 -1.66029 0.000
H -4.32447 -0.46859 -3.98836 0.000
C 1.24490 -6.18576 -0.57153 0.000
O 1.82581 -4.96195 -0.14044 0.035
C 3.09255 -4.77196 -0.38646 0.011
O 3.79158 -5.43005 -1.13009 0.312
O 3.46495 -3.69903 0.30812 0.065
C 4.76263 -3.08809 0.25587 0.003
H 1.27302 -6.41411 -1.63697 0.000
H 0.18017 -6.05728 -0.37676 0.000
H 1.65427 -7.04831 -0.04567 0.000
H 5.08536 -3.16752 -0.78222 0.001
H 5.54933 -3.43604 0.92530 0.002
H 4.66484 -2.09494 0.69427 0.002
C 0.22841 0.75518 -2.22433 0.000
O 0.02650 0.36981 -0.87799 0.002
C 0.71243 -0.67704 -0.31478 0.000
O 1.40929 -1.48423 -0.90347 0.014
O 0.49828 -0.65758 0.96012 0.002
C 1.25430 -1.41017 1.82424 0.000
H -0.66071 1.36857 -2.37036 0.000
H 0.00126 -0.06431 -2.90618 0.000
H 1.14790 1.27768 -2.48820 0.000
H 1.40892 -2.45034 1.53747 0.000
H 0.81255 -1.47237 2.81877 0.000
H 2.29898 -1.11993 1.93600 0.000
C -2.00692 4.60683 -1.99065 0.000
O -3.06592 5.23403 -1.22670 0.000
C -3.07171 6.51423 -0.66375 0.000
O -2.19616 7.35968 -0.90955 0.000
O -4.22986 6.59837 -0.07268 0.000
C -4.72792 7.88494 0.20628 0.000
H -1.20590 4.57586 -1.25207 0.000
H -1.70881 5.10700 -2.91210 0.000
H -2.29831 3.57016 -2.15947 0.000
H -4.36050 8.33678 1.12766 0.000
H -5.81401 7.88850 0.29852 0.000
H -4.50053 8.53188 -0.64098 0.000
C 1.23118 1.56391 4.20791 0.000
O 1.59029 0.27132 4.69735 0.000
C 1.24056 -0.14998 5.94760 0.000
O 0.37819 0.28819 6.73166 0.000
O 1.95094 -1.28237 6.20767 0.000
C 1.83000 -2.02226 7.37107 0.000
H 2.05396 2.25765 4.03515 0.000
H 0.51567 2.01739 4.89383 0.000
H 0.68695 1.48941 3.26644 0.000
H 2.47052 -1.54552 8.11306 0.000
H 2.25952 -2.99721 7.14064 0.000
H 0.76733 -2.08130 7.60631 0.000
C 2.43694 3.83666 -4.46078 0.000
O 2.38687 4.37088 -5.81276 0.000
C 1.19098 4.71956 -6.31046 0.000
O 0.10735 4.63432 -5.71490 0.000
O 1.38967 5.30546 -7.51821 0.000
C 0.34330 5.41303 -8.46386 0.000
H 1.91590 2.88433 -4.36238 0.000
H 1.72730 4.44131 -3.89606 0.000
H 3.43273 3.77272 -4.02215 0.000
H 0.80116 6.21832 -9.03830 0.000
H -0.63709 5.55545 -8.00927 0.000
H 0.27948 4.46711 -9.00169 0.000
C 2.69719 -2.81525 -4.19681 0.007
O 3.99441 -2.40891 -4.40695 0.076
C 4.80913 -2.94568 -5.31912 0.010
O 4.50240 -3.76238 -6.18103 0.377
O 6.05638 -2.41542 -5.16528 0.064
C 7.14482 -2.89167 -5.89809 0.002
H 2.53349 -2.27984 -3.26159 0.004
H 2.78059 -3.87724 -3.96590 0.002
H 2.05068 -2.61075 -5.05022 0.001
H 8.05845 -2.33993 -5.67678 0.002
H 7.02996 -2.71116 -6.96688 0.001
H 7.39087 -3.93330 -5.69176 0.000
C -5.10021 4.27014 2.94169 0.000
O -3.71067 4.07375 2.86522 0.000
C -3.14250 3.47019 1.81335 0.000
O -3.77070 3.01816 0.78585 0.000
O -1.77895 3.37316 2.05170 0.000
C -0.96291 2.68751 1.10103 0.000
H -5.63122 3.34333 2.72457 0.000
H -5.41940 4.99943 2.19713 0.000
H -5.38865 4.72197 3.89077 0.000
H -0.04526 2.46383 1.64506 0.000
H -0.76594 3.41876 0.31708 0.000
H -1.34768 1.74372 0.71463 0.000
C -2.58926 0.02801 3.05994 0.000
O -3.08968 -0.24703 4.42805 0.000
C -3.37276 0.71894 5.31766 0.000
O -4.17263 0.55722 6.21649 0.000
O -2.76453 1.83801 5.03026 0.000
C -2.69127 2.90522 6.01346 0.000
H -2.93828 -0.89909 2.60521 0.000
H -1.50966 0.16295 2.99400 0.000
H -3.00040 0.90282 2.55617 0.000
H -1.69287 2.99480 6.44157 0.000
H -3.44687 2.70832 6.77398 0.000
H -2.83335 3.82902 5.45264 0.000
C -0.24647 -7.29769 2.31132 0.000
O 1.08325 -6.96076 2.58096 0.000
C 1.39954 -5.65362 2.86515 0.000
O 0.56360 -4.75589 2.98940 0.001
O 2.66184 -5.62560 3.21507 0.000
C 3.30488 -4.49286 3.78084 0.000
H -0.27875 -8.36910 2.50916 0.000
H -0.55502 -7.07084 1.29081 0.000
H -1.00048 -6.93865 3.01179 0.000
H 3.30466 -3.75984 2.97413 0.000
H 4.37583 -4.66366 3.89040 0.000
H 2.92368 -4.06238 4.70683 0.000

=====

Entry 2:
126
Properties=species:S:1:pos:R:3:lowdin_spin:R:1 method="wB97M-V/def2-TZVPD" fmax_ev_per_a=6.9 lumo_energy_ev="-1.8847 / -6.0842" charge=0 s2=0.7595 multiplicity=2 energy_ev=-169991.9183
O 2.88394 -0.05433 3.99167 0.000
C 2.31701 -0.12522 2.87722 0.000
O 2.57735 -0.96595 1.83840 0.002
B 1.67440 -0.73877 0.70157 0.003
O 0.69734 0.16976 1.34352 0.000
C 1.05175 0.62254 2.53852 0.000
O 0.42200 1.36869 3.32647 0.000
O 1.05298 -1.99802 0.26382 0.051
C 1.05879 -2.12284 -0.99653 0.082
O 0.56907 -3.02956 -1.61147 0.480
C 1.85484 -0.89066 -1.54895 0.075
O 2.22190 -0.16562 -0.57195 0.048
O 2.13904 -0.71007 -2.74087 0.244
C 3.56092 -5.47253 2.28083 0.000
C 2.72460 -4.18937 1.92490 0.000
O 2.71063 -4.16531 0.53477 0.002
S 3.92627 -4.98204 -0.20934 0.000
O 5.18696 -4.23197 -0.19118 0.000
O 3.46766 -5.51559 -1.46627 0.000
O 3.88805 -6.08210 1.03019 0.000
H 2.89820 -6.11920 2.85590 0.000
H 4.51704 -5.27275 2.76459 0.000
H 3.26839 -3.26065 2.09770 0.000
H 1.72453 -4.28086 2.34867 0.000
O -5.77242 1.50721 1.94603 0.000
S -5.54936 0.07655 2.12539 0.000
O -5.90242 -0.94756 1.16776 0.000
O -3.91394 -0.10753 2.65607 0.000
C -3.21733 0.91548 3.34636 0.000
C -2.76368 2.01681 2.42482 0.000
C -6.22445 -0.40412 3.74103 0.000
H -2.32316 0.47364 3.78607 0.000
H -3.87533 1.33963 4.10480 0.000
H -2.27604 2.87574 2.88585 0.000
H -3.49607 2.37942 1.70357 0.000
H -1.99772 1.71798 1.70920 0.000
H -7.30641 -0.36327 3.61536 0.000
H -5.88323 0.42277 4.36388 0.000
H -5.91150 -1.42815 3.94479 0.000
O -2.36098 -2.66950 -1.73581 0.002
S -2.46669 -1.19127 -1.94380 0.000
O -1.37421 -0.47856 -2.58618 0.000
O -3.91815 -0.65330 -2.57236 0.000
C -5.00568 -1.53997 -2.55321 0.000
C -6.13770 -1.10784 -3.57172 0.000
C -2.67861 -0.37623 -0.24371 0.000
H -5.45650 -1.60994 -1.56328 0.000
H -4.77699 -2.59481 -2.70521 0.000
H -5.52706 -0.98867 -4.46672 0.000
H -6.68785 -0.20157 -3.31857 0.000
H -6.91707 -1.85507 -3.72115 0.000
H -1.66931 -0.50089 0.14856 0.000
H -3.43666 -0.98531 0.24870 0.000
H -2.82720 0.67300 -0.49892 0.000
O 1.85723 -2.37562 -5.30348 0.003
S 2.49538 -3.57129 -4.90613 0.000
O 1.83827 -4.63311 -4.13332 0.003
O 3.12791 -4.27476 -6.26425 0.001
C 3.54028 -3.47898 -7.36719 0.000
C 2.51394 -3.36637 -8.39538 0.000
C 4.02308 -3.24972 -4.03386 0.000
H 4.43345 -3.91334 -7.81628 0.000
H 3.85462 -2.55762 -6.87690 0.000
H 1.91215 -4.26038 -8.55878 0.000
H 3.00881 -3.01414 -9.30044 0.000
H 1.81060 -2.57895 -8.12449 0.000
H 4.58449 -2.59815 -4.70347 0.000
H 4.38073 -4.27805 -3.98165 0.000
H 4.02103 -2.72147 -3.08042 0.000
O 1.00750 2.83486 7.98976 0.000
S -0.41045 3.01961 7.82413 0.000
O -1.31481 2.20494 8.62632 0.000
O -0.71470 4.66124 8.06557 0.000
C -2.02561 5.09333 8.07764 0.000
C -2.03071 6.60074 8.51789 0.000
C -0.77450 2.92393 6.00246 0.000
H -2.69893 4.45951 8.65469 0.000
H -2.41780 4.93120 7.07365 0.000
H -1.52214 6.69729 9.47713 0.000
H -3.07884 6.89080 8.59143 0.000
H -1.48011 7.26303 7.84983 0.000
H -0.27386 2.00893 5.68590 0.000
H -0.32390 3.79827 5.53278 0.000
H -1.85368 2.96163 5.85394 0.000
O 5.06258 -0.25649 -8.13081 0.000
S 4.26728 0.52240 -7.21494 0.000
O 2.82902 0.25285 -6.90289 0.000
O 5.13741 0.67263 -5.85350 0.000
C 4.52455 1.13522 -4.65495 0.001
C 5.63193 1.04015 -3.63170 0.000
C 4.46356 2.29795 -7.72904 0.000
H 3.66602 0.54806 -4.32899 0.001
H 4.24669 2.18095 -4.78667 0.000
H 5.27616 1.48559 -2.70266 0.000
H 6.50598 1.61461 -3.93851 0.000
H 5.97337 0.03925 -3.36764 0.000
H 5.30271 2.28953 -8.42464 0.000
H 4.49378 2.87080 -6.80221 0.000
H 3.51761 2.61756 -8.16622 0.000
O -1.63734 2.19880 -3.96538 0.000
S -1.81277 3.24304 -2.89283 0.000
O -2.73878 2.95016 -1.78918 0.000
O -0.32068 3.67249 -2.30207 0.000
C 0.09093 2.75256 -1.31757 0.000
C 1.58069 2.96268 -1.12761 0.001
C -2.48000 4.87052 -3.67319 0.000
H -0.04992 1.71759 -1.62917 0.000
H -0.27920 2.77825 -0.29266 0.000
H 1.78440 4.01910 -0.95276 0.000
H 2.23335 2.67966 -1.95347 0.000
H 1.91253 2.48238 -0.20712 0.000
H -2.28024 4.86385 -4.74471 0.000
H -1.92522 5.59202 -3.07339 0.000
H -3.55851 4.87617 -3.51545 0.000
C -0.39703 -1.00943 5.20579 0.000
C -0.75925 -1.98725 4.29719 0.000
C -2.04859 -2.51496 4.36953 0.000
C -2.91090 -2.10107 5.33031 0.000
C -2.50848 -1.14082 6.23359 0.000
C -1.27264 -0.53575 6.16554 0.000
H 0.61996 -0.64750 5.23947 0.000
H -0.01688 -2.19162 3.53987 0.000
H -2.34636 -3.20800 3.59660 0.000
H -3.87767 -2.58126 5.36461 0.000
H -3.19476 -0.88730 7.02804 0.000
H -0.93528 0.17530 6.90514 0.000